Record 1
12
Properties=species:S:1:pos:R:3:lowdin_charge:R:1 method="wB97M-V/def2-TZVPD" de_lowest_kj_mol=302.7 total_energy_ev=-19265.6292 charge=0
C 1.172 0.940 0.313 -0.417
C -1.244 -0.575 0.465 -0.075
C 0.406 0.508 -0.747 -0.178
N -0.798 0.123 -0.768 0.032
O 2.218 1.542 0.129 0.070
Cl 1.746 -1.697 0.383 -0.019
H 0.614 0.774 1.193 0.085
H -0.237 -1.198 0.601 -0.031
H -1.136 0.043 1.387 0.093
H -2.213 -1.094 0.325 0.099
H 0.810 0.841 -1.708 0.163
H -1.338 -0.206 -1.572 0.176



Record 2
12
Properties=species:S:1:pos:R:3:lowdin_charge:R:1 method="wB97M-V/def2-TZVPD" smiles="C=NO[C@H](C)Cl" de_lowest_kj_mol=336.8 total_energy_ev=-19265.2758 charge=0
C -0.830 2.257 0.100 -0.037
C -0.258 -1.584 -0.103 -0.139
C 1.019 -0.807 -0.186 -0.588
N -0.446 1.042 0.140 -0.097
O 0.734 0.722 -0.418 -0.163
Cl 1.945 -1.012 1.389 0.551
H -1.814 2.733 0.543 0.102
H -0.372 3.112 -0.456 0.072
H -0.806 -1.480 -0.931 0.032
H -0.794 -1.227 0.748 0.059
H -0.173 -2.709 0.081 0.117
H 1.796 -1.047 -0.908 0.090



Record 3
12
Properties=species:S:1:pos:R:3:lowdin_charge:R:1 method="wB97M-V/def2-TZVPD" smiles="C[C@@](N)(Cl)C=O" de_lowest_kj_mol=63.9 total_energy_ev=-19268.1042 charge=0
C -0.646 0.510 -1.250 -0.303
C 0.437 0.805 1.088 -0.041
C -0.233 -0.247 -0.007 -0.862
N 0.716 -1.223 -0.307 0.042
O -0.283 0.219 -2.353 0.080
Cl -1.823 -0.886 0.669 0.578
H -1.335 1.348 -1.051 0.125
H 0.770 0.219 1.937 0.066
H -0.339 1.497 1.402 0.061
H 1.256 1.313 0.607 0.071
H 0.926 -1.855 0.450 0.092
H 0.554 -1.700 -1.185 0.091



Record 4
12
Properties=species:S:1:pos:R:3:lowdin_charge:R:1 method="wB97M-V/def2-TZVPD" smiles="CCN(Cl)C=O" de_lowest_kj_mol=127.2 total_energy_ev=-19267.4477 charge=0
C 1.519 1.178 0.176 -0.416
C -1.361 -0.692 0.405 -0.091
C -0.436 -0.076 -0.637 -0.281
N 0.926 0.017 -0.164 -0.502
O 0.990 2.257 0.084 0.035
Cl 1.772 -1.470 0.041 0.695
H 2.549 1.028 0.538 0.119
H -1.354 -0.095 1.313 0.079
H -2.375 -0.730 0.017 0.074
H -1.043 -1.704 0.647 0.054
H -0.448 -0.664 -1.560 0.114
H -0.738 0.950 -0.859 0.119



Record 5
14
Properties=species:S:1:pos:R:3:mulliken_spin:R:1 method="wB97M-V/def2-TZVPD" de_lowest_kj_mol=0.0 multiplicity=3 total_energy_ev=-23356.1609 charge=0 s2=2.0100
C 0.004 -0.231 -1.964 0.683
C 1.540 -0.181 0.245 0.015
C 0.469 -0.804 -0.649 0.298
N -1.608 0.800 1.044 0.010
O -0.806 0.384 -2.554 0.595
O 0.944 -1.110 -1.981 0.225
O 1.033 0.283 1.400 0.005
Cl -0.456 -2.178 0.020 0.158
H 2.151 0.560 -0.164 -0.019
H 2.289 -0.985 0.539 0.031
H -1.955 -0.078 0.943 0.001
H -2.201 1.263 1.794 0.000
H -1.800 1.209 0.117 -0.002
H 0.395 1.069 1.209 0.002



Record 6
12
Properties=species:S:1:pos:R:3:lowdin_charge:R:1 method="wB97M-V/def2-TZVPD" de_lowest_kj_mol=488.0 total_energy_ev=-25094.8813 charge=0
C -0.708 1.813 -1.478 -0.350
C -0.793 -0.243 1.086 -0.273
C 1.494 -0.424 -1.297 -0.221
N -1.102 2.697 -2.123 0.076
Si 0.028 0.433 -0.540 0.810
Cl -1.684 -1.117 4.246 -0.169
H -0.758 -1.361 1.113 0.039
H -0.185 -0.021 1.921 -0.036
H -1.790 0.186 1.356 0.040
H 2.186 0.097 -1.979 0.052
H 2.062 -0.686 -0.486 -0.018
H 1.250 -1.373 -1.820 0.051



Record 7
13
Properties=species:S:1:pos:R:3:lowdin_charge:R:1 method="wB97M-V/def2-TZVPD" de_lowest_kj_mol=177.9 total_energy_ev=-46689.0488 charge=0
C -0.488 -0.621 0.525 -0.527
C 0.483 0.520 0.175 -0.896
C -0.228 1.823 0.371 -0.156
P 1.219 -2.488 -1.053 0.201
S 0.645 -2.091 0.909 0.424
S 1.043 0.349 -1.560 0.510
Cl -0.553 -2.965 -2.033 0.055
H -0.979 -0.413 1.367 0.015
H -1.188 -1.059 -0.258 0.056
H 1.457 0.671 0.750 0.106
H -0.609 1.943 1.289 0.034
H -1.129 1.741 -0.415 0.131
H 0.326 2.592 -0.067 0.048



Record 8
16
Properties=species:S:1:pos:R:3:mulliken_spin:R:1 method="wB97M-V/def2-TZVPD" de_lowest_kj_mol=27.3 multiplicity=2 total_energy_ev=-94729.0722 charge=-1 s2=0.7598
Cu -0.131 -1.104 0.808 0.463
S -1.289 -1.439 2.807 0.260
S -1.626 -3.422 2.622 0.051
S 0.275 -4.289 2.100 0.002
S 1.380 -2.761 1.304 0.039
N 1.551 1.637 -2.025 0.007
C 0.912 0.887 -1.087 0.004
O 1.345 -0.211 -0.769 0.021
C -0.330 1.477 -0.463 -0.047
C -1.238 0.379 0.077 0.190
H 2.435 1.314 -2.376 -0.001
H 1.242 2.567 -2.236 0.000
H -0.799 2.164 -1.182 0.012
H 0.033 2.101 0.363 0.004
H -1.809 -0.076 -0.741 -0.002
H -1.950 0.777 0.797 -0.003



Record 9
13
Properties=species:S:1:pos:R:3:mulliken_spin:R:1 method="wB97M-V/def2-TZVPD" de_lowest_kj_mol=3.0 multiplicity=4 total_energy_ev=-36933.2440 charge=+3 s2=3.7527
H 1.352 1.867 0.270 0.000
O -0.555 -0.024 -1.034 0.026
C 0.283 -0.463 -0.243 -0.010
O -0.090 -0.942 0.905 0.006
Er -2.091 1.770 -1.435 2.965
O 1.519 -0.081 -0.241 0.009
C 1.829 1.290 -0.526 0.003
H 1.432 1.589 -1.504 0.000
H 2.915 1.434 -0.504 0.000
C -1.399 -1.525 1.030 0.002
H -2.021 -0.654 1.241 -0.001
H -1.776 -2.058 0.152 0.000
H -1.400 -2.203 1.890 0.000



Record 10
16
Properties=species:S:1:pos:R:3:mulliken_spin:R:1 method="wB97M-V/def2-TZVPD" de_lowest_kj_mol=32.9 multiplicity=8 total_energy_ev=-32973.2243 charge=+1 s2=15.7620
H -2.955 1.943 -2.140 -0.002
C -2.779 1.396 -1.191 -0.012
C -1.287 1.474 -0.891 0.007
O -0.907 2.797 -0.607 0.000
Eu -2.955 -2.198 -1.344 7.049
O -3.222 0.095 -1.256 -0.039
H -3.312 1.968 -0.404 -0.001
H -0.732 1.072 -1.761 -0.001
H -1.071 0.811 -0.026 -0.001
C 1.910 3.171 -0.420 0.000
O 2.699 2.352 -0.964 0.000
O 1.772 4.423 -0.905 0.000
H 2.259 4.501 -1.734 0.000
Li 3.085 1.689 0.826 0.000
O 1.596 3.020 0.829 0.000
H -0.412 2.819 0.359 0.000